i | Below is a single C3H4ClFO molecule, with properties calculated with ωB97M-V/def2-TZVPD.

LUMO energy	0.9	eV
HOMO-LUMO gap	11.7	eV
SMILES	F[C@H](Cl)[C@@H]1CO1
HOMO level	-10.73	eV

Atoms and positions in Å:
F -0.75956 1.57546 0.12357
C -0.94047 0.39881 -0.60897
Cl -2.42235 -0.25818 0.11577
C 0.25032 -0.53693 -0.28296
C 1.00727 -0.12970 0.82844
O 1.49883 0.07750 -0.53727
H -1.05955 0.59232 -1.62078
H 0.03231 -1.63089 -0.63698
H 0.79932 0.77959 1.39864
H 1.59388 -0.86798 1.22053


ii | Below is a single C3H4ClFO molecule, with properties calculated with ωB97M-V/def2-TZVPD.

LUMO energy	0.5	eV
HOMO-LUMO gap	11.0	eV
SMILES	C[C@](F)(Cl)C=O
HOMO level	-10.45	eV

Atoms and positions in Å:
C 0.14759 1.17065 -0.26709
C 0.31056 -0.23957 0.36045
F 0.27347 -0.25855 1.72734
Cl 1.88496 -0.89368 0.02436
C -0.79979 -1.18975 -0.14972
O -1.90778 -0.92356 0.10436
H 0.90872 1.79319 0.18593
H 0.34666 1.06603 -1.34330
H -0.82273 1.55116 -0.01750
H -0.34165 -2.07592 -0.62483


In order of decreasing stability: ii, i.